Formula: C18H39GdNO6PS2
Source: the Open Molecules 2025 dataset
Level of theory: ωB97M-V/def2-TZVPD

The geometry in XYZ format:
```
68
C18H39GdNO6PS2 | the Open Molecules 2025 dataset | ωB97M-V/def2-TZVPD
Gd -11.213 7.495 -11.443
C -10.287 4.685 -14.910
C -10.607 5.915 -15.759
O -11.668 6.586 -15.067
C -12.068 7.790 -15.779
C -12.497 8.897 -14.798
O -11.710 8.927 -13.549
C -10.492 9.661 -13.483
C -9.293 8.825 -13.949
O -9.291 7.639 -13.163
C -8.299 6.757 -13.722
C -8.588 5.290 -13.389
O -9.886 4.891 -13.589
H -9.474 4.160 -15.458
H -11.267 4.206 -14.833
H -10.945 5.611 -16.777
H -9.881 6.649 -15.855
H -12.942 7.502 -16.401
H -11.211 8.181 -16.408
H -13.503 8.755 -14.427
H -12.480 9.826 -15.458
H -10.415 9.978 -12.421
H -10.553 10.595 -14.076
H -8.441 9.453 -13.751
H -9.463 8.609 -15.034
H -7.365 7.056 -13.363
H -8.395 6.962 -14.799
H -8.356 5.113 -12.351
H -7.949 4.724 -14.076
C -12.676 1.672 -11.352
C -11.536 2.638 -11.118
C -10.202 1.960 -11.104
O -11.742 3.151 -9.780
P -11.658 4.795 -9.554
S -13.363 5.664 -10.180
S -9.986 5.275 -10.446
O -11.562 5.080 -8.001
C -10.762 4.804 -6.893
C -9.276 4.661 -7.236
C -11.353 3.647 -6.155
H -12.503 1.082 -12.268
H -13.683 2.056 -11.296
H -12.624 0.920 -10.549
H -11.545 3.472 -11.779
H -10.214 1.198 -10.457
H -9.424 2.696 -10.737
H -9.887 1.570 -12.080
H -10.947 5.634 -6.237
H -9.229 3.903 -8.014
H -8.596 4.407 -6.374
H -8.974 5.612 -7.572
H -11.154 2.774 -6.762
H -12.449 3.743 -6.138
H -10.925 3.566 -5.137
C -9.316 10.396 -8.866
C -10.748 9.771 -9.154
C -11.832 10.837 -8.994
C -11.141 8.692 -8.060
N -10.823 9.166 -10.512
H -9.282 10.941 -7.895
H -9.100 11.159 -9.653
H -8.565 9.606 -8.929
H -11.903 11.398 -8.060
H -12.848 10.421 -9.229
H -11.649 11.549 -9.796
H -11.398 9.145 -7.093
H -10.336 8.017 -7.887
H -12.031 8.092 -8.401
```

Energy = -84866.73048 eV
2S+1 = 8
Kohn-Sham gap (spin up / spin down) = 7.31 / 7.07 eV
LUMO level (spin up / spin down) = 0.31 / 0.31 eV
Energy relative to the best compared isomer or geometry (same formula, charge and spin) = 82.8 kJ/mol


Formula: C18H40AlBrIO6S2
Source: the Open Molecules 2025 dataset
Level of theory: ωB97M-V/def2-TZVPD

The geometry in XYZ format:
```
69
C18H40AlBrIO6S2 | the Open Molecules 2025 dataset | ωB97M-V/def2-TZVPD
C 6.340 -3.052 -0.352
C 5.345 -3.350 -1.257
C 5.083 -2.516 -2.429
Al 4.188 -0.729 -1.861
I 3.154 -1.186 0.514
C 2.766 -0.251 -3.219
C 1.433 0.181 -2.498
C 0.462 -0.982 -2.322
C -0.996 -0.591 -2.023
C -1.317 -0.234 -0.564
C -0.464 0.887 0.042
C 5.599 0.727 -1.592
Br 7.292 0.312 -2.554
C 5.120 2.142 -2.006
C 5.393 3.151 -0.891
H 6.300 -2.158 0.263
H 7.181 -3.719 -0.172
H 4.676 -4.205 -1.099
H 5.981 -2.314 -3.001
H 4.332 -3.034 -3.034
H 2.600 -1.139 -3.834
H 3.054 0.608 -3.831
H 1.724 0.596 -1.531
H 0.972 1.018 -3.036
H 0.830 -1.711 -1.596
H 0.452 -1.517 -3.281
H -1.361 0.177 -2.710
H -1.592 -1.484 -2.249
H -1.275 -1.087 0.116
H -2.360 0.123 -0.555
H 0.535 0.548 0.320
H -0.927 1.241 0.974
H -0.322 1.733 -0.635
H 5.871 0.710 -0.537
H 4.079 2.146 -2.334
H 5.728 2.439 -2.863
H 5.232 4.172 -1.261
H 4.722 3.029 -0.038
H 6.416 3.096 -0.518
O -4.496 -1.357 -2.463
S -5.229 -0.939 -1.309
O -4.821 -1.304 0.010
O -6.766 -1.345 -1.507
C -7.058 -2.719 -1.808
C -6.954 -3.611 -0.586
C -5.450 0.807 -1.368
H -6.411 -3.072 -2.613
H -8.080 -2.731 -2.185
H -5.924 -3.682 -0.237
H -7.303 -4.617 -0.821
H -7.548 -3.209 0.235
H -5.805 1.084 -2.357
H -4.481 1.261 -1.169
H -6.165 1.095 -0.602
O 0.142 3.490 4.879
S -0.312 2.152 4.639
O -0.925 1.797 3.397
O -1.274 1.714 5.843
C -2.386 2.568 6.154
C -3.522 2.418 5.160
C 0.989 1.017 4.979
H -2.054 3.606 6.224
H -2.724 2.269 7.146
H -3.235 2.788 4.176
H -4.394 2.981 5.494
H -3.796 1.369 5.045
H 1.434 1.260 5.940
H 1.722 1.125 4.181
H 0.583 0.009 4.979
```

Energy = -138011.02143 eV
Net charge = -1
Kohn-Sham gap = 5.35 eV
LUMO level = 1.99 eV


Formula: C18H40Br6O14S4
Source: the Open Molecules 2025 dataset
Level of theory: ωB97M-V/def2-TZVPD

The geometry in XYZ format:
```
82
C18H40Br6O14S4 | the Open Molecules 2025 dataset | ωB97M-V/def2-TZVPD
O 0.576 2.053 -1.426
C 0.811 3.196 -1.090
O 0.746 4.153 -1.936
C 1.059 5.416 -1.358
C 0.816 5.257 0.142
C 1.226 3.783 0.191
H 0.392 6.173 -1.771
H 2.108 5.660 -1.527
H -0.257 5.400 0.270
H 1.423 5.937 0.740
H 0.714 3.298 1.022
H 2.296 3.686 0.372
O 0.513 -0.749 -2.663
S 0.567 -0.882 -1.211
O 0.489 -2.205 -0.492
O 1.986 -0.168 -0.679
C 2.478 -0.421 0.618
C 3.501 -1.530 0.429
C -0.667 0.271 -0.506
H 1.725 -0.637 1.376
H 2.937 0.496 0.987
H 4.212 -1.509 1.256
H 4.109 -1.422 -0.469
H 2.947 -2.467 0.374
H -0.707 0.060 0.562
H -1.620 -0.001 -0.961
H -0.531 1.343 -0.645
O -1.771 0.361 0.612
S -2.444 1.168 1.639
O -2.979 0.577 2.869
O -1.406 2.382 2.025
C -1.839 3.401 3.010
C -0.620 4.257 3.260
C -3.922 2.016 0.682
H -1.932 2.884 3.965
H -2.759 3.915 2.733
H -0.884 5.139 3.844
H -0.387 4.592 2.249
H 0.259 3.701 3.584
H -3.613 1.977 -0.362
H -4.002 3.040 1.048
H -4.880 1.547 0.907
O -0.783 0.875 -5.881
S -1.320 1.203 -4.550
O -2.374 2.223 -4.431
O -2.010 -0.159 -3.819
C -1.304 -1.423 -3.940
C -1.574 -2.142 -2.552
C -0.018 1.593 -3.322
H -0.222 -1.380 -4.066
H -1.815 -1.947 -4.748
H -1.080 -1.720 -1.676
H -1.179 -3.139 -2.745
H -2.630 -2.293 -2.326
H -0.501 1.346 -2.376
H 0.000 2.680 -3.390
H 0.877 1.029 -3.585
O -0.948 -6.205 2.221
S -1.802 -5.328 1.486
O -3.115 -4.985 2.026
O -0.986 -3.893 0.960
C 0.287 -3.684 1.489
C 0.188 -2.308 2.072
C -1.997 -6.068 -0.263
H 1.086 -3.685 0.748
H 0.539 -4.356 2.309
H -0.152 -1.634 1.286
H 1.133 -1.938 2.470
H -0.515 -2.228 2.901
H -2.520 -5.290 -0.819
H -2.559 -6.985 -0.087
H -0.967 -6.248 -0.573
C 2.714 1.403 3.013
Br 1.182 1.985 1.998
Br 2.346 -0.081 4.261
Br 3.630 2.875 4.060
H 3.511 1.107 2.331
C 2.847 -4.619 -0.789
Br 3.607 -5.498 -2.472
Br 3.818 -5.443 0.713
Br 1.040 -5.255 -0.852
H 2.900 -3.531 -0.752
```

Energy = -511553.86584 eV
Kohn-Sham gap = 6.87 eV
LUMO level = -0.89 eV
Energy relative to the best compared isomer or geometry (same formula, charge and spin) = 1890.9 kJ/mol


Formula: C18H40BrN2
Source: the Open Molecules 2025 dataset
Level of theory: ωB97M-V/def2-TZVPD

The geometry in XYZ format:
```
61
C18H40BrN2 | the Open Molecules 2025 dataset | ωB97M-V/def2-TZVPD
C -23.052 2.754 -16.516
C -24.330 2.010 -16.562
C -24.136 0.499 -16.194
C -25.474 -0.262 -16.316
N -25.371 -1.822 -16.013
C -25.141 -1.993 -14.493
C -26.572 -2.364 -14.036
C -27.566 -2.310 -15.160
C -26.709 -2.544 -16.377
C -24.114 -2.413 -16.724
H -22.277 2.416 -17.204
H -22.563 2.745 -15.542
H -23.250 3.805 -16.729
H -24.655 2.012 -17.603
H -24.975 2.520 -15.847
H -23.723 0.547 -15.186
H -23.383 0.023 -16.822
H -25.932 -0.188 -17.302
H -26.173 0.135 -15.579
H -24.447 -2.807 -14.282
H -24.793 -0.995 -14.227
H -26.445 -3.326 -13.540
H -26.852 -1.730 -13.195
H -28.456 -2.924 -15.021
H -28.027 -1.323 -15.125
H -26.630 -3.631 -16.375
H -27.094 -2.237 -17.349
H -24.172 -3.489 -16.564
H -23.230 -2.076 -16.183
H -24.179 -2.133 -17.776
C -27.675 -7.474 -8.463
C -28.269 -8.949 -8.459
C -28.488 -9.547 -7.113
C -29.156 -10.941 -7.206
N -29.993 -11.354 -5.897
C -29.018 -11.750 -4.789
C -29.905 -12.664 -3.899
C -30.791 -13.450 -4.814
C -30.667 -12.728 -6.133
C -31.031 -10.257 -5.477
H -27.990 -7.009 -9.397
H -26.585 -7.459 -8.479
H -28.059 -6.875 -7.637
H -27.562 -9.503 -9.076
H -29.207 -8.946 -9.015
H -29.092 -8.834 -6.551
H -27.473 -9.627 -6.722
H -28.394 -11.710 -7.332
H -29.757 -11.174 -8.085
H -28.742 -10.856 -4.230
H -28.142 -12.285 -5.156
H -30.399 -12.052 -3.145
H -29.343 -13.463 -3.415
H -31.793 -13.497 -4.387
H -30.570 -14.517 -4.860
H -31.612 -12.562 -6.649
H -30.023 -13.336 -6.768
H -30.517 -9.395 -5.051
H -31.717 -10.636 -4.720
H -31.542 -9.937 -6.385
Br -27.342 -5.548 -11.863
```

Energy = -92329.27376 eV
Net charge = +1
Kohn-Sham gap = 5.96 eV
LUMO level = -1.91 eV
Energy relative to the best compared isomer or geometry (same formula, charge and spin) = 286.1 kJ/mol


Formula: C18H40FeOP2Si
Source: the Open Molecules 2025 dataset
Level of theory: ωB97M-V/def2-TZVPD

The geometry in XYZ format:
```
63
C18H40FeOP2Si | the Open Molecules 2025 dataset | ωB97M-V/def2-TZVPD
P 0.381 -2.307 0.115
P -0.320 2.114 1.100
C 0.183 -0.102 -0.964
C 0.336 1.332 -0.496
H -0.756 -0.246 -1.478
H 1.063 -0.453 -1.511
H 1.376 1.659 -0.608
H -0.305 1.954 -1.121
C -1.811 2.999 0.459
H -2.108 3.680 1.271
H -2.621 2.283 0.262
H -1.593 3.575 -0.453
C 1.022 3.364 1.054
H 0.821 4.118 0.281
H 1.985 2.885 0.839
H 1.058 3.819 2.048
C -0.873 -3.409 -0.564
H -0.987 -4.216 0.170
H -0.567 -3.798 -1.540
H -1.822 -2.868 -0.661
C 2.085 -2.758 -0.306
H 2.726 -1.865 -0.306
H 2.145 -3.230 -1.291
H 2.436 -3.451 0.469
Fe -0.176 -0.228 0.907
C 0.426 1.371 -3.307
C -0.928 1.435 -3.181
C -1.876 0.720 -4.081
C -1.459 -0.716 -4.478
C -0.681 -1.482 -3.443
C 0.664 -1.587 -3.427
C 1.584 -0.744 -4.266
C 1.148 0.730 -4.445
C 0.248 -2.528 1.919
H 1.107 1.939 -2.664
H -1.412 2.209 -2.567
H -2.016 1.311 -5.003
H -2.856 0.685 -3.581
H -2.392 -1.274 -4.674
H -0.877 -0.671 -5.410
H -1.291 -2.091 -2.770
H 1.140 -2.464 -2.965
H 1.692 -1.172 -5.280
H 2.584 -0.783 -3.811
H 2.080 1.305 -4.593
H 0.542 0.833 -5.358
H 1.261 -2.712 2.301
H -0.384 -3.411 2.069
H -0.198 -1.659 2.447
C -1.335 1.643 5.261
Si -0.152 0.358 4.544
C 1.527 0.892 5.238
C -0.560 -1.241 5.462
O -0.213 0.227 2.960
H -1.186 1.714 6.346
H -2.381 1.359 5.080
H -1.156 2.633 4.823
H 1.460 0.987 6.329
H 2.311 0.154 5.016
H 1.834 1.864 4.833
H -1.624 -1.489 5.372
H 0.033 -2.088 5.103
H -0.341 -1.105 6.526
```

Energy = -82199.07561 eV
2S+1 = 5
Kohn-Sham gap (spin up / spin down) = 5.03 / 6.61 eV
LUMO level (spin up / spin down) = 0.48 / 0.13 eV


Formula: C18H40IN2P
Source: the Open Molecules 2025 dataset
Level of theory: ωB97M-V/def2-TZVPD

The geometry in XYZ format:
```
62
C18H40IN2P | the Open Molecules 2025 dataset | ωB97M-V/def2-TZVPD
C -3.009 0.073 1.828
C -1.904 -0.303 2.113
C -0.539 -0.703 2.446
P 0.759 0.000 1.312
C 0.871 1.733 1.974
C 0.176 2.764 1.098
C 0.994 3.131 -0.131
I -0.165 4.584 2.230
H -3.981 0.401 1.581
H -0.295 -0.311 3.437
H -0.434 -1.789 2.476
H -0.029 0.214 0.161
H 1.927 1.985 2.098
H 0.421 1.730 2.968
H -0.823 2.425 0.826
H 1.277 2.222 -0.675
H 1.905 3.652 0.170
H 0.438 3.795 -0.791
C 2.224 -6.060 4.271
C 2.003 -4.999 3.203
N 3.241 -4.422 2.712
C 3.049 -3.206 1.940
C 2.282 -3.295 0.618
C 4.209 -5.370 2.184
C 3.761 -6.292 1.043
H 2.859 -5.673 5.068
H 1.268 -6.356 4.703
H 2.690 -6.959 3.866
H 1.422 -4.180 3.637
H 1.379 -5.427 2.402
H 4.033 -2.768 1.754
H 2.527 -2.494 2.589
H 2.864 -3.777 -0.167
H 2.043 -2.287 0.286
H 1.341 -3.839 0.730
H 4.554 -5.995 3.011
H 5.084 -4.797 1.868
H 2.802 -6.765 1.261
H 4.494 -7.089 0.909
H 3.670 -5.766 0.094
C -3.383 2.768 -1.092
C -3.719 3.610 -2.313
N -2.557 4.284 -2.864
C -2.884 5.340 -3.805
C -3.583 4.952 -5.113
C -1.450 3.417 -3.231
C -1.721 2.289 -4.234
H -2.854 3.370 -0.350
H -4.297 2.388 -0.635
H -2.765 1.905 -1.346
H -4.433 4.385 -2.021
H -4.238 2.977 -3.051
H -1.959 5.876 -4.038
H -3.519 6.056 -3.274
H -2.912 4.440 -5.802
H -3.943 5.851 -5.616
H -4.446 4.308 -4.934
H -1.056 2.967 -2.316
H -0.648 4.057 -3.610
H -2.614 1.721 -3.969
H -0.880 1.592 -4.236
H -1.844 2.656 -5.251
```

Energy = -39681.81303 eV
Kohn-Sham gap = 8.73 eV
LUMO level = 0.63 eV
SMILES = C#CCPC[C@H](C)I.CCN(CC)CC.CCN(CC)CC


Formula: C18H40N5OP3Re
Source: the Open Molecules 2025 dataset
Level of theory: ωB97M-V/def2-TZVPD

The geometry in XYZ format:
```
68
C18H40N5OP3Re | the Open Molecules 2025 dataset | ωB97M-V/def2-TZVPD
Re -0.035 0.432 0.160
P 1.516 0.906 1.793
P -0.737 2.371 -0.481
P 1.809 -0.382 -1.093
H -1.015 -3.008 0.911
C -0.078 -3.636 1.030
C 0.732 -3.251 2.065
H 0.358 -2.370 2.675
C 0.934 1.245 3.483
C 2.405 2.465 1.537
C 2.913 -0.110 2.341
C -2.337 2.177 -1.340
C -1.089 3.320 1.081
C 0.473 3.160 -1.624
C 2.724 -1.937 -0.702
C 3.241 0.703 -1.201
C 1.485 -0.645 -2.877
H 0.241 -3.531 -0.040
H 1.795 -2.928 1.949
H 0.447 0.363 3.897
H 0.249 2.079 3.549
H 1.806 1.469 4.100
H 1.737 3.321 1.505
H 3.007 2.461 0.633
H 3.076 2.581 2.386
H 2.623 -1.067 2.761
H 3.410 0.431 3.146
H 3.678 -0.286 1.595
H -2.113 2.244 -2.419
H -3.028 2.939 -0.932
H -2.702 1.144 -1.137
H -1.188 4.384 0.764
H -0.265 3.170 1.817
H -2.023 2.894 1.515
H -0.084 4.047 -1.998
H 0.700 2.401 -2.416
H 1.394 3.386 -1.031
H 3.316 -2.226 -1.573
H 2.101 -2.788 -0.429
H 3.432 -1.799 0.114
H 3.890 0.330 -1.999
H 3.825 0.714 -0.282
H 2.940 1.714 -1.457
H 2.278 -1.287 -3.271
H 1.495 0.328 -3.369
H 0.512 -1.128 -3.035
C -1.962 -1.342 -1.985
C -2.990 -0.803 -2.882
C -3.124 -1.319 -4.181
C -2.347 -2.398 -4.628
C -1.549 -3.037 -3.706
C -1.385 -2.570 -2.442
O -1.570 -0.649 -0.911
H 0.552 -1.066 -0.852
H -3.606 0.060 -2.606
H -3.861 -0.905 -4.859
H -2.409 -2.725 -5.672
H -1.021 -3.946 -3.998
H -0.681 -3.054 -1.737
N -2.701 -0.710 4.824
N -2.469 -0.332 3.541
N -3.566 -0.299 2.760
C -3.022 -0.178 1.535
N -1.610 -0.123 1.630
N -1.284 -0.428 2.933
H -3.609 -0.416 5.111
H -2.006 -0.407 5.450
H -3.626 -0.149 0.573
```

Energy = -58757.82528 eV
2S+1 = 4
Net charge = +4
Kohn-Sham gap (spin up / spin down) = 5.23 / 5.33 eV
LUMO level (spin up / spin down) = -15.47 / -15.40 eV


Q: Look up the energy of the seventh one.
A: -58757.82528 eV


Q: Which of these has the lowest energy?
A: C18H40Br6O14S4


Q: What is the formula in the second record?
A: C18H40AlBrIO6S2


Q: Which formula does entry 6 have?
A: C18H40IN2P